# 1
Molecular formula: C3HLiO4Tl
Method: DFT, the ωB97M-V functional and the def2-TZVPD basis

Atoms and positions in Å:
O: -1.056 0.626 -1.465
O: -1.144 0.325 1.228
C: 1.179 -0.498 -1.293
Tl: 0.915 0.099 2.645
C: -1.594 0.939 0.309
Li: 3.345 -2.123 -0.749
O: 1.975 -0.996 -0.443
H: -1.267 2.003 -1.249
O: -1.683 2.157 0.048
C: 0.146 0.057 -1.663

* total energy: -16204.377 eV
* relative energy (zero: lowest compared OMol25 entry of this formula, charge and spin): 336.96 kJ/mol
* charge: +1
* HOMO-LUMO gap (alpha / beta): 6.3 / 6.3 eV
* HOMO level (alpha / beta): -10.85 / -10.85 eV
* LUMO energy (alpha / beta): -4.55 / -4.55 eV

# 2
Molecular formula: C3HN2O2
Method: DFT, the ωB97M-V functional and the def2-TZVPD basis

Atoms and positions in Å:
C: 0.465 -1.246 -0.326
O: 0.893 -1.851 0.712
C: 0.439 0.221 0.163
N: 1.218 1.068 0.511
O: 0.212 -1.574 -1.454
N: -3.106 1.521 -0.476
H: 2.005 0.875 1.049
C: -2.126 0.987 -0.178

* total energy: -10200.578 eV
* relative energy (zero: lowest compared OMol25 entry of this formula, charge and spin): 316.56 kJ/mol
* charge: -1
* HOMO-LUMO gap (alpha / beta): 8.1 / 8.1 eV
* HOMO level (alpha / beta): -5.32 / -5.32 eV
* LUMO energy (alpha / beta): 2.82 / 2.82 eV

# 3
Molecular formula: C3HN2O3
Method: DFT, the ωB97M-V functional and the def2-TZVPD basis

Atoms and positions in Å:
O: -2.099 -1.351 -0.793
N: 1.748 1.209 -0.325
N: 0.617 -0.649 0.299
O: -2.806 0.216 0.717
H: 2.641 -0.566 -0.004
C: 1.775 -0.044 0.072
C: -0.488 -0.153 0.286
C: -2.009 -0.459 0.088
O: 0.622 1.796 -0.340

* total energy: -12248.074 eV
* relative energy (zero: lowest compared OMol25 entry of this formula, charge and spin): 381.63 kJ/mol
* charge: -1
* HOMO-LUMO gap: 8.7 eV
* HOMO level: -4.76 eV
* LUMO energy: 3.98 eV

# 4
Molecular formula: C3HN2O5
Method: DFT, the ωB97M-V functional and the def2-TZVPD basis

Atoms and positions in Å:
O: -0.425 -2.071 0.078
N: -2.969 0.427 -0.001
H: 1.287 0.025 0.061
O: -3.379 -1.869 -0.362
C: -2.625 -1.005 -0.157
C: -1.061 -1.079 -0.034
C: -1.859 1.316 -0.143
N: -0.628 0.213 -0.105
O: -4.005 0.778 0.513
O: -1.725 2.451 -0.279
O: 0.609 0.605 -0.355

* total energy: -16329.931 eV
* relative energy (zero: lowest compared OMol25 entry of this formula, charge and spin): 67.66 kJ/mol
* charge: +1
* HOMO-LUMO gap (alpha / beta): 5.9 / 8.8 eV
* HOMO level (alpha / beta): -15.72 / -16.60 eV
* LUMO energy (alpha / beta): -9.79 / -7.81 eV

- Among the records above, which one has the highest total energy?
  C3HN2O2

- Number 4 is which compound?
  C3HN2O5